{"formula": "C4H6N2S2", "method": "ωB97M-V/def2-TZVPD", "de_lowest_ev": 1.3301, "smiles": "CC(=S)/N=C\\NC=S", "orbital_gap_ev": 8.144, "total_charge": 0, "symbols": ["N", "S", "H", "H", "C", "H", "C", "S", "C", "H", "H", "N", "C", "H"], "coordinates": [[1.17872, 1.06773, -0.49757], [-2.00604, -1.17822, -0.81834], [1.99748, 1.63322, -0.80615], [0.70885, -0.82355, 0.35318], [-1.68360, 0.09127, 0.19986], [-2.90066, 0.66992, 1.82576], [-1.99737, 0.05100, 1.69224], [3.02576, -0.73316, 0.24726], [1.52761, -0.14379, 0.02497], [0.05702, 2.77770, -0.66365], [-2.11248, -0.99610, 2.01424], [-1.16692, 1.29763, -0.17122], [-0.01796, 1.72177, -0.44848], [-1.12036, 0.44186, 2.28386]], "atomic_forces_ev_per_a": [[2.153, 0.147, -0.175], [0.165, 0.964, 0.474], [-0.964, -0.587, 0.403], [0.211, 0.985, -0.430], [0.382, -0.757, 0.077], [0.411, -0.331, 0.370], [0.874, -0.234, 0.000], [-0.060, 0.519, -0.329], [-0.597, -1.362, 0.656], [0.211, 0.169, -0.293], [-0.442, 0.527, -0.229], [-0.395, -0.394, 0.111], [-0.970, 0.299, -0.030], [-0.978, 0.055, -0.604]]}

{"formula": "C4H6N2S2", "method": "ωB97M-V/def2-TZVPD", "de_lowest_ev": 5.2874, "orbital_gap_ev": 7.959, "total_charge": 0, "symbols": ["H", "C", "H", "C", "H", "H", "H", "N", "S", "N", "H", "S", "C", "C"], "coordinates": [[-1.00981, 3.13274, 0.23674], [-1.36982, 1.04781, -0.33764], [-2.41631, 1.31181, -0.74954], [-0.58870, 2.12028, -0.00749], [2.44448, -2.10499, 0.77150], [0.55757, 1.86387, 0.23148], [0.52910, -1.91809, -0.11867], [1.31949, -0.05387, -0.06043], [-2.44541, -1.29061, -0.26159], [-1.12962, -0.32314, -0.28517], [-2.60608, -1.80020, 1.09267], [4.00338, -0.36059, -0.31144], [0.27307, -0.76944, -0.19144], [2.43866, -0.85558, -0.00899]], "atomic_forces_ev_per_a": [[0.427, -1.215, -1.039], [-1.736, 4.000, -0.224], [1.579, -0.781, 1.083], [1.964, -2.013, 0.996], [-0.744, 3.517, -2.616], [-2.963, 1.138, -0.298], [-1.782, 1.860, -0.354], [-0.388, -0.506, -0.622], [-1.386, -2.520, 1.028], [5.199, 0.303, 0.207], [0.600, 1.163, -1.573], [-2.303, -0.638, 0.032], [-2.252, -2.539, 0.549], [3.784, -1.770, 2.830]]}

{"formula": "C4H6N2S2", "method": "ωB97M-V/def2-TZVPD", "de_lowest_ev": 2.8206, "smiles": "NC(N)=CC(=S)C=S", "orbital_gap_ev": 6.959, "total_charge": 0, "symbols": ["H", "S", "C", "H", "H", "C", "N", "H", "H", "N", "S", "H", "C", "C"], "coordinates": [[0.81697, -1.22289, 2.33184], [-1.42348, -0.05087, 1.53632], [-0.00040, -0.13430, 0.58739], [0.25656, 0.62837, -3.38923], [-1.92230, 0.99962, 0.04708], [1.09308, -0.82190, 1.30736], [-0.71312, 0.75223, -3.00714], [-0.83133, 1.94328, -3.23362], [1.09066, -0.32730, -1.33262], [-1.86715, 1.45815, -1.01159], [2.57884, -1.12493, 0.87417], [-2.76847, 1.32141, -1.73165], [0.19933, 0.15074, -0.81740], [-0.80299, 0.80508, -1.59877]], "atomic_forces_ev_per_a": [[-0.142, 0.730, -1.252], [0.952, 0.531, -0.641], [-0.497, -0.439, -1.211], [-1.118, -0.400, 1.003], [-0.722, 1.036, -1.964], [-0.971, -0.838, 2.055], [0.388, 5.785, -0.605], [-0.042, -4.435, 0.269], [-1.184, 0.965, 0.824], [-1.397, -2.661, -2.021], [1.430, -0.017, -0.840], [2.889, 0.692, 2.823], [-0.566, -0.175, 0.613], [0.981, -0.774, 0.948]]}

{"formula": "C4H6N2Si", "method": "ωB97M-V/def2-TZVPD", "de_lowest_ev": 6.4998, "orbital_gap_ev": 6.628, "total_charge": 0, "symbols": ["H", "C", "H", "H", "C", "H", "N", "H", "C", "C", "N", "Si", "H"], "coordinates": [[-1.09092, -0.13858, -2.37262], [-0.62611, 2.04212, -0.37614], [-0.83452, -1.64286, -1.39700], [-0.95577, 4.12390, -0.88925], [3.84070, -1.11665, 0.38371], [-0.57353, -1.11658, 2.01958], [-1.16233, -0.51821, 1.43949], [-2.13631, -0.77107, 1.52554], [2.81868, -0.52554, 0.65357], [-0.62925, 3.24386, -0.46633], [-0.90405, -0.64325, -1.40731], [-0.51126, 0.21120, 0.04875], [4.82256, -1.11649, -0.13705]], "atomic_forces_ev_per_a": [[0.866, -1.715, 2.854], [0.700, -2.013, 1.408], [-0.074, -0.269, -0.416], [-0.010, 1.895, -0.203], [2.312, 0.325, -1.442], [-0.086, 0.509, -0.191], [1.006, 0.022, -0.032], [0.020, 0.140, -0.264], [-3.081, 0.601, 0.158], [-0.462, -1.637, -0.396], [-0.172, 2.884, -0.774], [0.097, -0.217, -1.662], [-1.116, -0.525, 0.960]]}

{"formula": "C4H6N3", "method": "ωB97M-V/def2-TZVPD", "de_lowest_ev": 3.2634, "smiles": "C=N/C(C)=C\\[N+]#N", "orbital_gap_ev": 9.225, "total_charge": 1, "symbols": ["N", "H", "C", "H", "H", "C", "C", "H", "N", "H", "H", "N", "C"], "coordinates": [[-0.43540, 0.00009, -2.51591], [0.20689, 2.43382, 1.11107], [-0.01519, -0.55274, -1.39699], [-1.49232, 1.81030, 1.98161], [0.24674, -1.68021, -1.62097], [-0.01350, -0.11111, -0.03334], [-0.63670, 1.78552, 1.30794], [-0.02873, -1.86642, 1.06560], [-0.67266, 0.29382, -3.57456], [1.72244, -1.35688, 0.40573], [1.03105, -0.51985, 1.84125], [-0.64947, 0.79052, 0.56416], [0.73684, -1.02687, 0.86440]], "atomic_forces_ev_per_a": [[-0.678, 1.009, -2.140], [-0.160, 0.822, 0.906], [0.602, -2.894, 0.695], [0.356, 1.052, 0.181], [-0.266, 2.545, 0.706], [0.960, -1.773, -2.468], [-0.525, -0.275, -0.424], [1.658, 0.873, -0.089], [0.240, -0.219, 1.981], [-1.557, -0.006, 0.362], [-0.732, -0.675, -1.215], [-0.787, 0.612, 0.077], [0.890, -1.072, 1.428]]}

{"formula": "C4H6N3", "method": "ωB97M-V/def2-TZVPD", "de_lowest_ev": 3.7427, "smiles": "C=C=[N+]=CNN=C", "orbital_gap_ev": 9.140, "total_charge": 1, "symbols": ["H", "N", "C", "N", "H", "H", "N", "C", "H", "H", "C", "H", "C"], "coordinates": [[-1.72931, 0.19429, -1.38204], [0.04980, -1.40970, 1.00853], [0.85419, 1.60797, -1.10578], [0.03093, 0.77703, -0.77104], [1.49038, 3.08321, -2.21749], [-1.36897, -2.36183, 2.17299], [-0.96472, -1.13378, 0.08021], [-0.31502, -2.07194, 1.96037], [0.41920, -2.34087, 2.77892], [2.52928, 2.97755, -0.79327], [-0.85232, -0.12462, -0.79327], [-1.79906, -1.78560, 0.33224], [1.65561, 2.58829, -1.27037]], "atomic_forces_ev_per_a": [[0.258, -1.183, -0.090], [1.415, 2.463, -3.378], [-0.289, -0.801, 1.531], [2.038, 0.909, -0.295], [-0.329, 0.385, -0.216], [0.466, -0.024, -0.365], [-0.881, -1.326, 0.971], [-0.662, -2.287, 4.624], [-0.785, 0.347, -1.240], [0.293, -0.561, 0.779], [-2.863, -0.826, 1.033], [1.092, 2.075, -1.739], [0.248, 0.829, -1.615]]}

{"formula": "C4H6N3", "method": "ωB97M-V/def2-TZVPD", "de_lowest_ev": 3.3553, "smiles": "[H]/N=C\\C=N/C#[N+]C", "orbital_gap_ev": 8.415, "total_charge": 1, "symbols": ["C", "C", "H", "C", "H", "H", "N", "H", "C", "N", "N", "H", "H"], "coordinates": [[0.48122, 2.30694, -0.93244], [0.06612, -0.46575, -0.81935], [0.90504, -2.16650, 1.49515], [0.59694, 1.31001, -2.14424], [1.20706, 3.11104, -1.09978], [0.97168, 1.54889, -3.21990], [-0.24710, 2.19877, 0.08242], [-0.93863, 1.43574, 0.19143], [-0.10632, -1.79293, 1.31723], [-0.07860, -0.95484, 0.23363], [0.51814, 0.07761, -1.85947], [-0.87215, -2.61779, 1.41094], [-0.27588, -1.07899, 2.17381]], "atomic_forces_ev_per_a": [[-0.051, -0.343, -1.880], [0.356, -1.247, 4.076], [-0.129, -0.298, -0.272], [0.764, 1.242, -0.073], [-0.326, 0.157, 0.574], [-0.671, -0.008, 2.112], [0.059, -0.054, 0.120], [0.550, 0.585, -0.608], [-0.408, -0.246, 3.953], [-0.306, 0.741, -4.251], [-0.536, -0.531, -2.453], [0.747, 1.039, -0.881], [-0.049, -1.036, -0.416]]}

{"formula": "C4H6N3O", "method": "ωB97M-V/def2-TZVPD", "de_lowest_ev": 0.3232, "orbital_gap_ev": 7.276, "total_charge": -1, "symbols": ["N", "O", "H", "H", "C", "N", "C", "H", "C", "H", "H", "C", "N", "H"], "coordinates": [[1.05619, -1.48360, 0.20078], [-1.37660, -1.84123, -0.20050], [-1.57780, 0.80472, -0.99880], [3.27244, -1.56542, 0.03749], [2.28340, 0.34333, -0.07726], [-0.98752, -0.31872, 0.53860], [2.34797, -1.03899, -0.08907], [-2.97749, 0.58799, 0.21881], [-1.82699, 0.72260, 0.02209], [-1.53832, 1.69744, 0.47835], [3.14504, 1.02139, 0.10901], [0.37042, -0.32172, 0.22915], [1.04136, 0.78984, 0.13376], [-0.42049, -1.91221, -0.43768]], "atomic_forces_ev_per_a": [[1.025, 0.313, -0.891], [-0.257, 3.675, 1.020], [-0.435, 0.450, -1.711], [-0.020, -0.764, -0.291], [2.775, 0.326, 0.629], [-1.800, -4.046, 0.233], [-1.082, 1.337, 0.999], [2.365, -0.183, -0.356], [-1.227, 0.364, 0.789], [0.011, -0.799, -0.010], [-0.556, -0.422, -0.741], [-0.124, -0.617, 0.820], [-0.410, 1.453, -0.479], [-0.265, -1.086, -0.012]]}

{"formula": "C4H6N3O5", "method": "ωB97M-V/def2-TZVPD", "orbital_gap_ev": 9.091, "total_charge": -1, "symbols": ["N", "O", "H", "N", "C", "C", "O", "O", "O", "H", "C", "N", "C", "H", "H", "H", "H", "O"], "coordinates": [[-0.71474, -1.00114, -0.82798], [0.10221, -2.14808, -0.98156], [-1.02160, 1.59999, -3.81587], [-0.10550, 1.96338, -3.45207], [-0.81293, -1.30920, 1.74739], [1.31763, -1.78862, -0.52542], [-0.06991, 1.26197, -0.56183], [-0.90196, -2.51930, 1.83448], [2.15191, -2.60370, -0.39233], [0.02243, 1.75008, -2.43070], [0.03502, 0.10381, -0.27657], [-0.86480, -0.59876, 0.54122], [-0.90952, -0.38416, 2.98922], [-0.47281, 0.58882, 2.83072], [0.60225, 1.60513, -4.18241], [-0.59925, -0.77378, 3.96020], [-1.95137, -0.28929, 3.05015], [1.48603, -0.51630, -0.19159]], "atomic_forces_ev_per_a": [[-2.030, -1.542, -1.307], [-0.089, 1.031, 0.235], [1.234, 0.444, 0.963], [-0.196, -0.694, -1.961], [0.143, -0.352, -0.058], [0.554, 0.564, 0.628], [0.642, 2.845, -0.661], [0.025, 0.541, -0.039], [2.136, -2.000, -0.057], [0.151, -0.320, -1.366], [1.677, -0.193, 0.050], [-0.626, -0.925, 2.772], [0.977, -0.523, -0.837], [0.113, 0.303, -0.213], [-1.195, 0.570, 2.352], [0.362, -0.503, -0.501], [-1.700, 0.584, 0.260], [-2.178, 0.171, -0.260]]}

{"formula": "C4H6N4", "method": "ωB97M-V/def2-TZVPD", "de_lowest_ev": 8.4236, "smiles": "C=NNC1C=NN=C1", "orbital_gap_ev": 9.394, "total_charge": 0, "symbols": ["H", "C", "H", "N", "C", "H", "C", "N", "H", "H", "N", "H", "C", "N"], "coordinates": [[0.03363, 1.47356, -0.62522], [-0.06925, -0.52171, 0.36412], [-0.69924, 1.53492, 1.50044], [-2.04731, -0.24370, -0.87974], [1.31316, 1.20995, -0.69412], [2.00644, 1.79506, -1.43250], [-1.21047, -1.18596, -0.55720], [2.11238, -0.02542, -0.31180], [-0.40134, -1.02125, 1.34230], [1.50256, -1.35693, 1.20552], [-1.91239, 0.84895, 0.19298], [-1.14387, -2.17955, -1.04469], [-0.83754, 0.70687, 0.73130], [1.35324, -1.03480, 0.20860]], "atomic_forces_ev_per_a": [[4.749, -0.800, -0.713], [-2.782, -5.378, 2.249], [0.807, -1.615, -0.608], [-0.398, -1.441, 2.049], [3.048, -3.843, -0.852], [-1.529, -0.808, 1.746], [1.507, 3.468, -0.903], [-3.487, 6.297, -1.613], [0.473, -0.031, -0.615], [1.395, 0.592, -1.710], [-4.142, -1.156, -4.365], [-0.019, 0.929, 0.269], [3.969, 1.979, 3.241], [-3.590, 1.807, 1.824]]}

{"formula": "C4H6N4", "method": "ωB97M-V/def2-TZVPD", "de_lowest_ev": 5.3202, "smiles": "[H]/N=C1\\NC=C(N)\\C1=N/[H]", "orbital_gap_ev": 8.206, "total_charge": 0, "symbols": ["C", "N", "N", "H", "H", "C", "H", "C", "H", "H", "H", "N", "C", "N"], "coordinates": [[1.53854, 0.05105, -0.16589], [1.05954, 1.32601, 0.17722], [0.12217, -2.09769, 0.09638], [3.63082, -0.26592, -0.11132], [1.75606, 2.13301, 0.06383], [-0.45120, 1.37044, -0.00243], [-2.93918, 0.31774, 0.10653], [0.28569, -0.75139, -0.08285], [-1.18477, 2.19154, -0.25521], [-1.00587, -2.07152, 0.43281], [-2.34683, -1.16922, 0.43417], [2.54903, -0.79629, -0.21103], [-0.92880, 0.17178, -0.22020], [-2.08520, -0.40954, -0.26201]], "atomic_forces_ev_per_a": [[-0.388, -3.222, 1.366], [1.468, 1.701, -1.217], [-2.463, 5.364, 1.138], [-3.961, -1.551, -0.351], [-2.096, -1.390, 0.092], [0.452, 2.087, -1.292], [2.945, -2.140, -1.827], [-2.880, -4.867, -0.454], [1.916, 0.097, 0.918], [3.811, -0.981, -1.599], [1.292, 0.914, -1.290], [3.303, 4.859, 0.115], [5.837, -1.708, 2.402], [-9.234, 0.836, 1.999]]}

{"formula": "C4H6N4", "method": "ωB97M-V/def2-TZVPD", "de_lowest_ev": 3.7446, "orbital_gap_ev": [7.872, 7.873], "total_charge": 0, "symbols": ["H", "C", "H", "C", "H", "N", "H", "C", "C", "H", "N", "N", "H", "N"], "coordinates": [[1.35852, -2.52375, -0.59880], [1.44266, -0.28937, 0.04092], [1.10944, 1.98806, 1.23112], [0.17148, 1.77596, 0.73163], [2.35277, 0.19777, -0.36972], [-0.74654, 0.03566, -0.49008], [1.74270, -0.49920, 1.12481], [-0.36270, -1.17968, -0.88026], [0.91816, -1.49091, -0.59732], [-1.20054, -1.73758, -1.35306], [-2.60298, 0.29504, 0.42654], [0.16005, 0.63765, 0.17334], [-0.75688, 2.42308, 0.63001], [-3.58614, 0.36728, -0.06913]], "atomic_forces_ev_per_a": [[-0.314, 1.539, -0.125], [1.322, 0.758, 3.645], [-0.459, 0.548, 0.084], [-1.177, 2.239, 0.611], [-1.036, 0.163, -0.229], [-1.156, 1.690, -1.905], [-0.306, 0.201, -1.210], [-0.277, -1.679, -0.798], [-0.532, -1.771, -0.625], [1.104, -0.006, 0.369], [-3.461, 0.496, 1.417], [3.472, -3.155, -1.730], [1.629, -0.854, 0.344], [1.191, -0.168, 0.153]]}